Record 1
{"formula": "C20H32B2O20Ti", "method": "ωB97M-V/def2-TZVPD", "symbols": ["Ti", "O", "C", "O", "B", "O", "C", "O", "O", "C", "O", "C", "O", "O", "O", "C", "O", "B", "O", "C", "O", "O", "C", "O", "C", "O", "O", "C", "C", "C", "O", "H", "H", "H", "H", "H", "H", "H", "H", "C", "C", "C", "O", "H", "H", "H", "H", "H", "H", "H", "H", "C", "C", "C", "O", "H", "H", "H", "H", "H", "H", "H", "H", "C", "C", "C", "O", "H", "H", "H", "H", "H", "H", "H", "H"], "coordinates": [[-19.79, 5.35, -8.72], [-12.08, 5.06, -11.02], [-12.88, 5.06, -10.07], [-14.18, 4.60, -10.12], [-14.66, 4.38, -8.72], [-13.62, 4.97, -7.88], [-12.50, 5.13, -8.62], [-11.32, 5.36, -8.21], [-14.68, 2.91, -8.39], [-15.97, 2.61, -8.18], [-16.37, 1.54, -7.76], [-16.85, 3.92, -8.28], [-16.05, 4.89, -8.52], [-18.04, 4.05, -7.94], [-19.92, 5.29, -6.10], [-20.21, 4.48, -5.21], [-19.35, 3.99, -4.34], [-19.80, 2.78, -3.61], [-21.28, 2.93, -3.83], [-21.55, 3.91, -4.79], [-22.62, 4.17, -5.36], [-19.49, 2.77, -2.18], [-18.70, 1.69, -1.88], [-18.03, 1.62, -0.84], [-18.59, 0.87, -3.21], [-19.17, 1.57, -4.18], [-18.06, -0.15, -3.40], [-23.39, 7.08, -10.71], [-22.24, 7.49, -9.81], [-22.24, 6.94, -8.41], [-21.01, 6.94, -10.33], [-23.42, 7.69, -11.61], [-24.21, 7.29, -10.03], [-23.39, 6.03, -11.01], [-22.16, 8.57, -9.72], [-23.19, 7.17, -7.92], [-21.52, 7.41, -7.74], [-22.17, 5.85, -8.40], [-20.92, 7.19, -11.26], [-19.27, 4.03, -12.28], [-17.92, 4.23, -11.62], [-16.99, 4.59, -12.83], [-18.20, 5.25, -10.64], [-19.47, 4.90, -12.91], [-20.10, 3.90, -11.59], [-19.36, 3.22, -13.01], [-17.58, 3.36, -11.07], [-17.23, 5.64, -12.94], [-17.24, 4.15, -13.79], [-15.92, 4.49, -12.61], [-17.47, 5.87, -10.71], [-18.89, 9.10, -7.21], [-17.82, 8.31, -8.04], [-16.88, 7.74, -6.96], [-18.52, 7.28, -8.77], [-19.32, 8.41, -6.48], [-19.65, 9.57, -7.82], [-18.40, 9.88, -6.63], [-17.31, 9.01, -8.70], [-17.38, 7.36, -6.06], [-16.11, 8.45, -6.67], [-16.36, 6.89, -7.39], [-18.81, 7.61, -9.62], [-20.09, 1.32, -9.86], [-21.24, 1.77, -8.93], [-21.00, 1.21, -7.54], [-21.20, 3.18, -8.89], [-19.19, 1.86, -9.57], [-20.35, 1.48, -10.90], [-19.89, 0.25, -9.87], [-22.17, 1.38, -9.34], [-21.50, 0.24, -7.49], [-21.45, 1.81, -6.75], [-19.93, 1.04, -7.44], [-22.11, 3.47, -8.79]], "relative_energy_kj_mol": 344.3, "multiplicity": 4, "charge": -1, "e_homo_ha": [-0.089, -0.271], "orbital_gap_ha": [0.134, 0.313], "energy_ev": -86687.4403, "molar_mass_g_mol": 661.95}

---

Record 2
{"formula": "C20H32BCl9F7N3O10P2S2", "method": "ωB97M-V/def2-TZVPD", "symbols": ["C", "B", "O", "C", "C", "C", "O", "C", "N", "O", "P", "C", "C", "C", "O", "N", "C", "S", "P", "N", "C", "O", "O", "O", "C", "C", "C", "O", "Cl", "S", "O", "O", "C", "F", "F", "C", "F", "F", "C", "F", "F", "F", "H", "H", "H", "H", "H", "H", "H", "H", "H", "H", "H", "H", "H", "H", "H", "H", "H", "H", "H", "H", "H", "H", "H", "H", "C", "Cl", "Cl", "H", "H", "C", "Cl", "Cl", "H", "H", "C", "Cl", "Cl", "H", "H", "C", "Cl", "Cl", "H", "H"], "coordinates": [[1.70, 1.62, -0.54], [0.72, 0.60, -1.37], [0.25, 1.16, -2.64], [0.35, -0.93, -0.87], [1.62, -1.74, -1.43], [1.91, -1.83, -2.97], [0.90, -1.46, -3.91], [3.34, -1.10, -3.28], [3.21, 0.33, -3.70], [0.79, -0.83, 0.54], [-0.45, -1.14, 1.74], [-0.73, 0.70, 2.20], [-1.40, 1.67, 1.15], [-2.59, 2.51, 1.86], [-2.11, 3.21, 3.06], [-0.07, -2.89, 2.00], [-1.06, -3.66, 2.12], [-2.31, -4.74, 2.29], [1.18, -0.92, 3.30], [1.46, -2.33, 4.09], [-1.85, -1.38, 3.08], [-1.58, -1.50, 4.34], [-3.18, -1.33, 2.67], [-1.62, -1.32, 0.47], [-1.14, -1.49, -0.89], [-1.13, -3.11, -1.09], [-0.77, -3.72, -2.50], [-1.24, -3.49, -3.61], [0.50, -5.10, -2.53], [-2.53, -0.94, -1.97], [-2.04, -0.59, -3.37], [-3.44, -2.15, -2.19], [-3.77, 0.33, -1.36], [-4.00, 0.30, 0.05], [-5.07, -0.07, -1.86], [-3.65, 1.80, -1.97], [-3.95, 1.64, -3.37], [-2.38, 2.39, -1.93], [-4.72, 2.88, -1.46], [-5.74, 2.41, -0.63], [-5.38, 3.46, -2.59], [-4.14, 4.01, -0.81], [1.45, 2.71, -0.88], [2.76, 1.42, -0.89], [1.55, 1.62, 0.59], [0.13, 2.12, -2.47], [1.70, -2.80, -0.98], [2.53, -1.20, -0.95], [2.15, -2.94, -3.21], [1.33, -1.31, -4.78], [3.79, -1.69, -4.18], [4.11, -1.27, -2.42], [4.18, 0.69, -3.73], [2.87, 0.31, -4.68], [-1.31, 0.80, 3.19], [0.31, 1.13, 2.46], [-1.70, 1.23, 0.15], [-0.62, 2.49, 0.89], [-3.52, 1.88, 2.06], [-2.80, 3.37, 1.11], [-1.95, 4.14, 2.83], [2.39, -0.40, 2.73], [0.63, -0.05, 4.32], [1.25, -2.15, 5.08], [-0.26, -3.46, -0.41], [-2.04, -3.62, -0.61], [-4.37, 5.19, 4.83], [-3.55, 6.27, 5.97], [-4.08, 5.68, 3.16], [-3.99, 4.18, 4.97], [-5.44, 5.22, 5.03], [-1.34, 0.78, 6.84], [0.26, 0.21, 6.37], [-1.62, 2.44, 6.28], [-2.09, 0.13, 6.40], [-1.42, 0.76, 7.93], [7.18, 0.98, -3.74], [7.04, -0.56, -4.60], [5.87, 2.08, -4.19], [7.13, 0.79, -2.67], [8.13, 1.44, -3.99], [6.01, -4.01, -2.71], [4.60, -3.23, -2.00], [5.76, -4.35, -4.43], [6.87, -3.35, -2.61], [6.20, -4.94, -2.19]], "charge": -2, "e_homo_ha": -0.047, "orbital_gap_ha": 0.154, "energy_ev": -218844.4538, "molar_mass_g_mol": 1063.44}